Model a:
C7H10N2 in the gas phase, computed with ωB97M-V/def2-TZVPD.

HOMO energy in eV: -8.054
SMILES: C#C[C@](C)(N)C(C)=C=N
Gap between HOMO and LUMO in eV: 8.48
Total charge: 0
E_LUMO in eV: 0.43
Molecular weight in g/mol: 122.2

Element x y z (Å)
H (-3.20789, 1.41200, -0.64019)
C (0.63185, 0.14155, -0.06161)
H (0.21725, 3.87523, -0.12555)
C (-0.84111, -2.06049, -0.02579)
H (-0.24372, -2.55516, -0.79602)
H (0.84504, 0.14568, 2.08677)
C (-0.70770, -0.57489, -0.09056)
H (-0.50273, -2.43903, 0.94278)
H (2.29157, -0.51352, -1.17484)
N (1.40237, -0.03575, -1.24137)
C (0.00312, 1.62039, -0.08380)
H (-1.88627, -2.33556, -0.15650)
C (1.43897, -0.09558, 1.20829)
H (0.87906, 0.08326, -2.09894)
H (1.72683, -1.14562, 1.25958)
C (0.09616, 2.82704, -0.08735)
C (-1.66747, 0.33886, -0.16492)
H (2.33264, 0.52639, 1.20070)
N (-2.80797, 0.78519, 0.04932)

Model b:
C7H10N2 in the gas phase, computed with ωB97M-V/def2-TZVPD.

HOMO energy in eV: -7.983
SMILES: C/N=C(\C)c1ccc[nH]1
Gap between HOMO and LUMO in eV: 8.97
Total charge: 0
E_LUMO in eV: 0.99
Molecular weight in g/mol: 122.2

Element x y z (Å)
C (0.70197, -0.11333, -0.32613)
H (1.31689, 0.82110, -3.15378)
H (-1.15046, 1.77477, 0.00523)
C (-1.94976, 1.09384, 1.79876)
H (2.21119, -1.06106, -1.56214)
C (-0.11241, 0.18419, 0.93334)
H (0.64553, -0.80188, -2.91661)
N (0.24118, 0.55159, -1.33941)
H (1.58332, -2.14673, -0.25998)
H (0.20340, -1.22363, 2.52363)
H (-0.47111, 0.55665, -3.26659)
C (-1.59051, 0.09055, 2.59609)
H (-2.11377, -0.15988, 3.54338)
C (1.79446, -1.13002, -0.53699)
H (-2.88449, 1.62851, 1.73288)
N (-1.07994, 1.12661, 0.79052)
H (2.67945, -0.92814, 0.09628)
C (-0.43322, -0.50712, 2.08314)
C (0.40830, 0.24398, -2.74162)

Model c:
2 unconnected molecules or ions with the total composition C7H10N2, computed with ωB97M-V/def2-TZVPD.

HOMO energy in eV: -8.831
Gap between HOMO and LUMO in eV: 9.13
Total charge: 0
E_LUMO in eV: 0.30
Molecular weight in g/mol: 122.2

Element x y z (Å)
C (-0.67805, -0.49611, -1.35519)
C (-0.23376, 0.38403, 0.92679)
N (0.17911, -0.85456, 1.62893)
H (-2.38430, -1.98474, 0.01042)
C (0.68312, -0.63974, -0.83655)
C (1.01251, -0.22010, 0.53805)
H (0.32505, 2.47628, 0.66841)
H (2.00130, 0.39034, 0.90108)
H (-0.79765, -0.35815, -2.46138)
H (2.72318, -1.10180, -1.20978)
N (-1.84720, -0.81251, -0.63171)
C (1.71145, -1.08453, -1.66986)
H (0.46768, 1.72668, 2.49149)
H (-1.71071, 1.15095, -0.66074)
H (-1.21626, 2.39777, 2.00460)
H (1.55379, -1.38107, -2.81298)
C (-0.22392, 1.71949, 1.46821)
H (-0.20759, -1.63454, 1.30128)
C (-1.35777, 0.32233, -0.30108)

Stability check: which of them is most stable? model b.

Model a:
2 unconnected molecules or ions with the total composition C4H13N3O, computed with ωB97M-V/def2-TZVPD.

HOMO energy in eV: -5.780
Gap between HOMO and LUMO in eV: 5.53
Total charge: 0
E_LUMO in eV: -0.25
Molecular weight in g/mol: 119.2

Element x y z (Å)
H (-0.15909, -1.67140, -1.03772)
O (1.55339, -2.66087, -0.39711)
H (-1.61650, 1.87409, 1.89176)
H (-3.40787, 1.26199, 0.40655)
H (2.39104, -0.11937, -0.40926)
H (0.69202, 2.17671, 2.19915)
H (2.10683, -0.89296, -1.95757)
H (0.99354, 0.79478, 1.03994)
C (1.60689, -0.41576, -1.11315)
N (-0.99115, 1.27259, 1.39367)
H (-0.84980, -0.17257, -0.07767)
C (0.83109, -1.56556, -0.43133)
N (-2.72449, 0.64154, 0.00799)
H (1.28716, 1.42557, -2.04640)
H (-3.00078, 0.12431, -0.79861)
N (0.75516, 0.72958, -1.54197)
C (0.40313, 1.19047, 1.85843)
H (0.45457, 0.47899, 2.68242)
H (0.44304, -1.24009, 0.58870)
C (-1.48297, 0.53186, 0.44679)
H (0.16257, 0.29976, -2.25307)

Model b:
3 unconnected molecules or ions with the total composition C4H13N3O, computed with ωB97M-V/def2-TZVPD.

HOMO energy (alpha / beta) in eV: -5.657 / -5.625
Gap between HOMO and LUMO (alpha / beta) in eV: 6.46 / 6.43
Total charge: 0
E_LUMO (alpha / beta) in eV: 0.80 / 0.81
Molecular weight in g/mol: 119.2

Element x y z (Å)
H (-0.39200, 1.59096, -0.33613)
C (1.80356, 0.06974, -0.13143)
H (-2.60544, 1.06289, 1.18119)
H (2.06306, -0.32669, -1.11344)
H (3.52262, 1.12296, 0.37312)
N (2.53626, 1.26878, 0.14890)
C (-0.37402, 0.59435, 0.07791)
C (-0.73705, -0.45935, -0.75508)
H (0.19175, -1.94051, 0.21790)
N (-0.52542, -1.76462, -0.50237)
H (-1.03334, -0.21342, -1.77150)
O (-3.22272, 1.33208, -0.73989)
H (-0.24096, 0.48375, 1.14422)
N (1.90670, -1.01211, 0.85340)
H (2.12577, 1.80886, 0.90271)
H (1.75232, -0.64610, 1.78886)
H (-3.37479, 0.80339, -1.53261)
H (-3.10292, -0.44787, 0.37157)
H (-0.50608, -2.39307, -1.29065)
C (-2.61537, 0.52104, 0.23735)
H (2.82809, -1.45504, 0.87597)

Stability check: which of them is most stable? model a.

Model a:
2 unconnected molecules or ions with the total composition C4H13N3O, computed with ωB97M-V/def2-TZVPD.

HOMO energy in eV: -8.485
Gap between HOMO and LUMO in eV: 8.21
Total charge: 0
E_LUMO in eV: -0.27
Molecular weight in g/mol: 119.2

Element x y z (Å)
H (-1.11100, -2.12795, 0.39336)
H (0.20879, -1.93548, 1.56721)
H (1.59872, 0.63055, 0.52760)
C (-0.60731, -1.42374, 1.05546)
H (-2.91844, 1.55122, -0.63340)
C (-0.07636, -0.22026, 0.28379)
C (-2.28826, 0.98942, 0.05423)
H (-1.42028, -0.34008, -1.40736)
N (3.23741, -0.80583, -0.15706)
H (3.77813, -1.33608, -0.85592)
H (-1.30827, -1.08356, 1.81563)
N (-0.47221, 1.50100, -1.48446)
H (0.77371, -0.62619, -0.41810)
C (-1.08444, 0.43112, -0.70448)
O (0.56139, 0.68783, 1.07930)
H (-1.94461, 1.65546, 0.84608)
H (3.34434, -1.14388, 0.81620)
H (0.36164, 1.15371, -1.95118)
H (-2.87993, 0.19135, 0.50039)
N (2.39268, 0.03505, -0.48728)
H (-0.14572, 2.21635, -0.84000)

Model b:
2 unconnected molecules or ions with the total composition C4H13N3O, computed with ωB97M-V/def2-TZVPD.

HOMO energy in eV: -7.512
SMILES: N/C=C(\N)CCN.O
Gap between HOMO and LUMO in eV: 8.32
Total charge: 0
E_LUMO in eV: 0.81
Molecular weight in g/mol: 119.2

Element x y z (Å)
H (-1.95292, 1.18033, 0.34017)
H (1.72727, -2.52668, -1.35487)
H (-1.08005, 1.09777, 2.60228)
H (0.06680, 2.80585, 0.33959)
H (1.66250, 0.15932, -1.01355)
H (1.55100, 0.36090, 1.51978)
O (0.01545, 3.54484, -0.21375)
N (-1.46187, 0.69891, -0.30011)
H (0.22234, -0.04924, -1.94472)
C (0.45874, 0.37494, 1.32275)
N (-0.31332, -2.80565, -1.00002)
C (0.85773, -1.95962, -0.86878)
H (-0.49786, -3.02333, -1.95479)
N (-0.11000, 1.02952, 2.45108)
C (0.73558, -0.36887, -0.99317)
C (-0.14537, 0.28362, 0.09644)
H (-0.11393, 2.96755, -1.11826)
H (1.22182, -2.05754, 0.25188)
H (0.21824, 0.73828, 3.37748)
H (-1.95378, 0.18621, -0.98890)
H (-1.10837, -2.63713, -0.55054)

Model c:
A molecular structure, C4H13N3O, computed with ωB97M-V/def2-TZVPD.

HOMO energy in eV: -7.473
Gap between HOMO and LUMO in eV: 8.22
Total charge: 0
E_LUMO in eV: 0.75
Molecular weight in g/mol: 119.2

Element x y z (Å)
H (1.45516, 2.08034, -1.18020)
H (-1.90273, 0.03598, 1.50944)
H (-2.99070, -1.97788, 0.36033)
C (0.12490, -0.83136, 0.07114)
H (-2.65324, -2.05431, -1.22307)
C (2.46011, -0.15353, 0.53335)
C (0.67376, 0.49735, 0.05675)
H (2.78887, -1.09166, 0.08944)
H (2.44482, -0.19682, 1.62135)
H (-2.28361, 1.15945, 0.38601)
H (-0.23073, 1.65768, -1.49536)
O (0.26265, 1.29564, 1.11592)
N (-2.22731, -1.88722, -0.31380)
H (1.06480, 0.58605, -2.06178)
H (3.11217, 0.64823, 0.18665)
H (0.47224, -1.48020, -0.72707)
N (-2.36481, 0.16906, 0.59958)
H (0.04486, -1.29288, 1.05290)
N (-1.68774, -0.57291, -0.37529)
H (0.68419, 2.16497, 1.04426)
C (0.75234, 1.24403, -1.25057)

Model d:
2 unconnected molecules or ions with the total composition C4H13N3O, computed with ωB97M-V/def2-TZVPD.

HOMO energy in eV: -8.986
SMILES: [H]/N=C\NCCCN.O
Gap between HOMO and LUMO in eV: 9.46
Total charge: 0
E_LUMO in eV: 0.48
Molecular weight in g/mol: 119.2

Element x y z (Å)
C (3.08029, 0.11134, 0.17796)
H (2.18526, 1.41699, -1.21725)
H (-1.05872, 0.08158, 1.03741)
C (0.12813, -1.52963, 0.18791)
H (-7.15804, 0.48018, 0.15162)
H (1.15734, 1.43723, 1.25090)
O (-6.82444, 1.04128, -0.55651)
C (0.77877, 1.08502, 0.27496)
H (-0.86688, 0.24294, -0.57400)
H (1.55335, -1.36859, -1.19748)
N (0.72122, -1.93400, -1.11521)
H (0.86995, -1.75593, 0.95547)
H (2.64942, 0.40729, 2.06496)
H (0.34802, 1.97390, -0.17349)
H (3.91365, -0.16382, -0.47463)
N (2.04565, 0.80227, -0.43364)
C (-0.25610, -0.03853, 0.31931)
N (3.32053, 0.00593, 1.41809)
H (-0.84603, -2.05121, 0.20067)
H (-5.91936, 1.33903, -0.39720)
H (0.17798, -1.58330, -1.89986)

Stability check: which of them is most stable? model d.

Model a:
A molecular structure, C4H13N3O, computed with ωB97M-V/def2-TZVPD.

HOMO energy in eV: -7.248
Gap between HOMO and LUMO in eV: 8.24
Total charge: 0
E_LUMO in eV: 0.99
Molecular weight in g/mol: 119.2

Element x y z (Å)
N (2.13330, -0.98538, -0.03929)
C (0.84820, 0.10569, 1.81746)
N (-0.29947, 0.22589, -1.99041)
C (1.02826, -1.00641, 0.88578)
H (0.47877, -0.42093, -2.03133)
H (0.85548, -2.00193, 1.28490)
H (-3.03378, -0.33135, -0.83318)
C (-1.04974, 1.31981, -0.00240)
H (0.27329, -0.15818, 2.70214)
H (-1.86977, 1.55258, 0.66455)
H (-0.93582, 0.02755, -2.75715)
H (0.12813, 0.88676, 1.25566)
H (-0.01256, -0.70309, 0.06443)
H (2.90070, -1.57921, 0.25209)
H (2.47828, -0.04584, -0.19713)
O (-0.40811, 2.42895, -0.49683)
H (0.03542, 2.10698, -1.30743)
H (-2.19097, -1.40247, 0.06382)
C (-0.99321, 0.11156, -0.71597)
H (1.75877, 0.63364, 2.09644)
N (-2.12513, -0.76461, -0.71615)

Model b:
C4H13N3O in the gas phase, computed with ωB97M-V/def2-TZVPD.

HOMO energy in eV: -8.876
SMILES: CN(O)[C@@](C)(N)CN
Gap between HOMO and LUMO in eV: 9.72
Total charge: 0
E_LUMO in eV: 0.85
Molecular weight in g/mol: 119.2

Element x y z (Å)
C (0.23436, 1.52124, 0.31521)
H (-0.53123, -0.06795, -1.93809)
C (-1.24848, -0.07217, -1.11206)
N (0.29234, 2.34129, -0.89831)
N (0.56883, -0.94373, 0.65621)
C (1.51096, -1.45176, -0.33058)
H (-1.01131, 0.05557, 2.16806)
H (-0.13065, 2.12907, 1.15247)
C (-0.55777, 0.17713, 0.22819)
H (0.97528, 1.95854, -1.54533)
H (-2.01768, -0.76352, 1.21518)
H (2.23935, -2.12165, 0.14810)
H (1.01890, -2.01959, -1.13026)
H (-1.77885, -1.03037, -1.11527)
H (1.26290, 1.21415, 0.60265)
N (-1.52410, 0.12118, 1.29000)
H (0.18349, -2.29183, 1.97943)
H (-1.97382, 0.71930, -1.33309)
O (-0.18400, -2.12594, 1.09185)
H (2.08214, -0.63421, -0.78082)
H (0.58934, 3.28524, -0.66352)

Stability check: which of them is most stable? model b.